Entry from the Open Molecules 2025 dataset: the molecule C8H12N2O2 (wB97M-V/def2-TZVPD).

```
24
Properties=species:S:1:pos:R:3:forces:R:3
C -0.5841 -0.3797 0.2124 -0.393 -0.667 0.369
C 1.9902 2.4881 -0.1279 2.473 -0.189 -2.015
C 0.6972 -0.6239 0.0850 0.061 -1.831 -2.149
C 1.8108 1.3574 0.5762 -1.166 -0.224 -1.495
C -1.7501 -0.9199 0.5052 -0.986 -1.100 1.066
C -2.4457 -0.9184 1.9129 3.054 -1.119 -0.018
C -2.4544 -1.9705 -0.4017 1.817 1.696 -0.699
C 2.7546 -0.4576 -1.1509 0.430 0.273 -0.883
N 1.7595 0.1916 -0.3400 -1.228 0.156 2.181
N 2.4600 3.0610 -1.1370 -3.922 -0.383 2.048
O 1.0677 -2.0311 0.1359 -0.829 1.003 1.284
O 1.0684 1.1528 1.7266 2.180 0.733 0.331
H -1.7425 -0.6247 2.7487 -0.902 0.195 -1.020
H -2.7262 -1.9536 2.1539 0.100 0.074 -0.208
H -3.3474 -0.3959 1.8882 -1.366 1.263 0.119
H -3.4280 -2.1755 -0.0180 -0.812 -0.162 -0.357
H -1.8273 -2.8517 -0.3497 0.002 -0.509 0.399
H -2.3367 -1.7054 -1.4705 -0.792 0.064 0.525
H 2.3855 -1.4521 -1.2079 0.328 -0.918 -0.164
H 2.9036 -0.1714 -2.2076 -0.822 0.804 0.273
H 3.7637 -0.4650 -0.7996 0.568 0.027 1.030
H 3.3430 3.4489 -1.2716 2.039 0.156 0.238
H 0.3155 -2.4545 0.6106 0.840 0.375 -0.574
H 0.2253 1.5835 1.6766 -0.676 0.281 -0.280
```
Forces are in eV/Å.

Summary:
HOMO energy in hartree: -0.270
E_LUMO in eV: 0.3691
Energy above the lowest of the compared OMol25 structures with the same formula, charge and spin in eV: 7.750
SMILES string: CC(C)=C=C(O)N(C)C(O)=C=N
Maximum force in eV/A: 4.44

---

Entry from the Open Molecules 2025 dataset: the molecule C8H12N2O3 (wB97M-V/def2-TZVPD).

```
25
Properties=species:S:1:pos:R:3:forces:R:3
C -0.3735 -0.2144 -1.7267 0.160 -0.375 0.276
C 1.2208 -0.1217 -1.6618 -3.400 -0.528 -0.641
C -2.2841 -0.6219 -0.2929 -2.629 -0.596 0.268
C 1.3867 -1.0860 0.4800 0.734 0.028 -1.680
C 1.5714 1.2072 0.3662 3.357 0.065 -0.737
C -3.1815 0.5919 0.0923 0.693 -1.855 0.994
C 1.5007 -2.3243 1.2003 -0.829 -4.219 -1.233
C 0.5562 2.2001 0.7952 -0.378 0.865 -0.627
N -1.0493 -0.3310 -0.6814 1.930 0.793 -0.054
N 1.4316 -0.0013 1.0804 0.057 1.061 0.497
O -2.6967 -1.7777 -0.1722 0.628 1.289 -0.099
O 1.4899 -1.2440 -0.9046 1.042 -1.182 1.175
O 1.6686 1.0258 -1.1037 0.677 1.257 0.034
H -0.8363 -0.4207 -2.6821 -0.105 0.250 -0.622
H 1.5002 -0.3307 -2.7468 0.575 0.703 1.529
H 2.6945 1.6416 0.5996 -2.717 -1.122 -0.445
H -4.0724 0.1100 0.4954 -0.131 0.400 -0.140
H -3.3800 1.2355 -0.7186 -0.348 0.524 -1.207
H -2.7265 1.2133 0.8554 0.256 -0.080 0.240
H 1.7894 -2.1603 2.2085 0.529 0.098 0.663
H 2.1780 -3.0343 0.6011 -0.454 1.181 1.156
H 0.5689 -2.9815 1.2318 0.685 1.239 -0.154
H 1.0066 3.1720 0.7894 0.315 0.669 0.236
H 0.3097 1.9241 1.8134 -0.607 0.204 0.001
H -0.2729 2.3282 0.0818 -0.039 -0.667 0.570
```
Forces are in eV/Å.

Summary:
HOMO energy in hartree: -0.343
E_LUMO in eV: 0.6036
Energy above the lowest of the compared OMol25 structures with the same formula, charge and spin in eV: 2.097
SMILES string: CC(=O)/N=C/[C@@H]1OC(C)=N[C@H](C)O1
Maximum force in eV/A: 4.47

---

Entry from the Open Molecules 2025 dataset: the molecule C8H12N2O7 (wB97M-V/def2-TZVPD).

```
29
Properties=species:S:1:pos:R:3:forces:R:3
C 2.0391 -1.0444 0.3414 0.450 -0.177 -0.893
C 0.5707 -1.1671 -0.0916 -1.879 -0.081 0.784
C 2.7009 0.2140 -0.2855 -0.879 -0.248 -0.791
C 1.8271 1.4345 -0.0299 1.504 0.853 -3.053
C -1.7570 -0.3304 0.5093 0.533 0.024 0.969
C -2.6950 -1.5247 0.2315 -1.586 -0.081 -0.148
C -1.8917 0.6989 -0.5978 -0.979 0.257 -0.600
C -1.7127 2.1042 -0.1411 1.668 0.752 1.291
H 2.3680 -2.9998 0.4420 0.330 -0.236 -0.229
H 2.4999 -2.3933 -1.0608 0.276 -0.143 0.337
H 2.0168 -0.9968 1.4239 0.295 0.135 0.212
H 3.7039 0.4152 0.1365 -0.485 -0.361 -0.262
H 2.7441 0.0457 -1.4084 0.195 0.372 1.400
H 0.8073 2.2909 1.1360 -0.176 0.042 0.673
H 0.0602 -0.0653 1.5329 -0.188 -0.089 -0.145
H -2.0622 0.1118 1.4744 -0.469 -0.194 -0.637
H -1.1946 0.5195 -1.4350 -0.315 -0.021 0.264
H -2.9193 0.6807 -0.9723 0.133 -0.291 -0.298
H -2.0499 3.8741 -0.5211 -0.357 -0.474 -0.479
H -1.2769 -2.4389 -0.6733 0.714 0.231 -0.239
N 2.7861 -2.2365 -0.0870 -0.740 0.366 0.136
N -0.3526 -0.6293 0.7992 1.427 -0.603 -0.971
O 0.1849 -1.8122 -1.0766 0.898 0.727 0.426
O 1.5496 2.2707 -0.8876 0.046 -1.278 0.934
O 1.4723 1.5735 1.2095 -0.592 0.428 1.331
O -3.8939 -1.4316 0.4681 2.092 -0.014 -0.148
O -1.0106 2.4256 0.8286 -1.562 -0.201 -1.446
O -2.3356 3.0120 -0.9087 0.722 0.227 0.997
O -2.1790 -2.6011 -0.3566 -1.077 0.079 0.585
```
Forces are in eV/Å.

Summary:
HOMO energy in hartree: -0.378
E_LUMO in eV: 0.3612
Energy above the lowest of the compared OMol25 structures with the same formula, charge and spin in eV: 0.214
SMILES string: N[C@@H](CC(=O)O)C(=O)N[C@@H](CC(=O)O)C(=O)O
Maximum force in eV/A: 3.51

---

Entry from the Open Molecules 2025 dataset: the molecule C8H12N2OS (wB97M-V/def2-TZVPD).

```
24
Properties=species:S:1:pos:R:3:forces:R:3
C -3.5241 -0.5041 -0.2217 0.488 1.655 -1.117
C -2.0466 -0.3198 0.0136 1.558 -2.499 -3.992
C 0.3205 -0.7227 -0.4534 -1.588 1.487 -3.282
C 1.0594 -1.3468 0.6518 3.276 -1.098 -0.035
C 2.7128 -1.2399 0.3476 -2.127 -0.675 1.439
C 1.9404 1.4644 -0.0709 -3.214 -2.580 2.245
C 0.4998 0.8717 -0.5542 4.093 -3.339 -2.668
C -0.5008 1.6419 -0.0329 -2.544 4.134 4.888
H -3.6503 -1.4839 -0.6576 -0.262 0.063 -0.630
H -3.8345 0.4803 -0.9706 0.343 -3.111 2.399
H -3.9692 -0.5788 0.7677 -0.742 0.729 -0.102
H 0.7887 -1.0143 -1.4695 -0.724 -0.220 1.776
H 0.8734 -2.4159 0.7658 -0.170 -0.042 -0.465
H 0.8765 -0.9815 1.6415 -0.230 0.839 0.473
H 3.2194 -1.4380 1.3619 -0.512 0.013 -1.810
H 2.9845 -1.9453 -0.4890 -0.250 0.364 1.335
H 2.1011 2.3320 -0.6005 0.581 1.905 -0.885
H 1.9309 1.6106 1.0148 -0.648 0.700 -0.283
H 0.5314 1.1076 -1.6458 -0.170 -0.292 0.515
H -2.4048 1.5340 0.7713 -1.666 0.911 0.594
N -1.1731 -1.1242 -0.6016 -0.121 1.902 2.446
N -1.7343 0.8765 0.5209 5.034 3.272 -0.699
O -0.2187 2.8463 0.2193 -2.965 -3.240 -0.614
S 3.2176 0.3500 -0.3085 2.561 -0.879 -1.526
```
Forces are in eV/Å.

Summary:
HOMO energy in hartree: -0.309
E_LUMO in eV: 0.3991
Energy above the lowest of the compared OMol25 structures with the same formula, charge and spin in eV: 3.229
SMILES string: CC1=N[C@@H]2CCSC[C@@H]2C(=O)N1
Maximum force in eV/A: 6.89

---

Entry from the Open Molecules 2025 dataset: a cluster of 2 separate species, C8H12N2Si in total (wB97M-V/def2-TZVPD).

```
23
Properties=species:S:1:pos:R:3:forces:R:3
C -1.9684 2.4010 0.0883 -1.522 0.468 -2.031
C -2.2018 1.7996 1.2976 0.740 -2.749 1.883
C -2.4651 0.3133 -0.2247 0.946 -0.345 -1.130
C 2.4511 1.5960 -1.2491 -1.487 -2.042 0.523
C 0.9531 -2.5704 0.8142 -0.788 -0.407 0.555
C 2.4473 0.8369 -0.1516 0.202 -0.828 -2.072
C 1.6373 -1.2735 0.9124 1.184 1.710 -0.511
C 1.9079 -0.4975 -0.1389 -2.137 -0.931 -1.416
N -2.1735 1.5418 -0.9048 0.189 -0.514 0.134
N -2.4066 0.4886 1.1414 -0.892 0.294 0.451
Si -2.5888 -1.2954 -1.1491 0.312 3.716 2.030
H -1.9784 3.4833 0.0415 0.627 -0.038 -0.839
H -2.0308 2.2379 2.2694 -0.262 -0.060 0.140
H 2.7589 2.5525 -1.2715 1.605 3.161 0.390
H 1.9179 1.3938 -2.1568 -0.279 -0.887 -0.247
H 0.4501 -2.8010 1.8037 0.499 -0.142 -1.376
H 0.2333 -2.6061 -0.0471 0.474 0.117 0.890
H 2.9964 1.0698 0.6945 0.840 1.054 1.692
H 2.1120 -0.9145 1.8220 -0.420 -0.406 0.466
H 1.4596 -0.8324 -1.1152 0.489 0.351 0.758
H 1.7548 -3.2632 0.5675 -0.251 -0.729 0.335
H -3.1274 -2.4881 -0.5347 0.023 -0.433 0.019
H -2.1391 -1.1723 -2.5091 -0.092 -0.360 -0.646
```
Forces are in eV/Å.

Summary:
HOMO energy (spin up / spin down) in hartree: -0.309 / -0.309
E_LUMO (spin up / spin down) in eV: -1.7085 / -1.7065
Energy above the lowest of the compared OMol25 structures with the same formula, charge and spin in eV: 5.845
SMILES string: [SiH2]=C1N=CC=N1.C=C/C=C/C
Maximum force in eV/A: 4.25

---

Entry from the Open Molecules 2025 dataset: a cluster of 2 separate species, C8H12N3 in total (wB97M-V/def2-TZVPD).

```
23
Properties=species:S:1:pos:R:3:forces:R:3
C -2.3866 2.4966 0.7534 0.081 -0.164 -0.069
C -3.5347 1.7948 0.3722 0.013 -0.117 -0.048
C -1.1471 1.9417 0.5224 -0.180 -0.208 -0.091
C -3.3814 0.5739 -0.2258 -0.470 0.368 0.159
C -0.9857 0.6846 -0.0972 0.997 0.063 -0.147
C 1.2682 -0.0173 -2.5081 -0.140 0.104 -0.614
C 1.5951 -0.1059 -1.2730 -0.038 -0.094 0.832
C 1.4288 -1.3378 0.8348 -0.577 -0.085 0.075
N -2.1421 0.0855 -0.4349 -0.140 -0.148 -0.060
N 2.3200 -1.8939 1.7444 0.512 -0.179 0.199
N 2.0594 -0.3428 -0.1263 -0.125 0.107 -0.465
H -2.4819 3.4635 1.2231 -0.023 0.120 0.063
H -4.5171 2.2034 0.5471 -0.083 -0.061 -0.039
H -0.2587 2.4826 0.8217 0.005 0.024 0.001
H -4.2199 -0.0260 -0.5449 -0.001 -0.088 -0.042
H 1.8577 -0.4968 -3.2789 0.218 -0.138 0.124
H 0.4194 0.5557 -2.8437 -0.140 0.113 0.211
H 0.9769 -2.1124 0.2108 0.024 0.225 0.016
H 0.6323 -0.7646 1.3317 0.197 -0.105 -0.254
H 2.9927 -2.5442 1.3647 -0.013 0.047 0.082
H 2.7263 -1.2715 2.4265 -0.079 -0.074 0.065
H -2.0780 -0.8232 -0.8843 -0.068 0.218 0.109
H 2.7358 0.2934 0.2857 0.028 0.072 -0.106
```
Forces are in eV/Å.

Summary:
HOMO energy in hartree: -0.428
E_LUMO in eV: -3.2576
Energy above the lowest of the compared OMol25 structures with the same formula, charge and spin in eV: 3.590
Net charge: +1
Maximum force in eV/A: 1.01

---

Entry from the Open Molecules 2025 dataset: the ion C8H12N3O2 with charge +1 (wB97M-V/def2-TZVPD).

```
25
Properties=species:S:1:pos:R:3:forces:R:3
C -2.8525 0.0759 0.1281 1.527 -0.114 -0.137
C -1.4772 -0.0374 0.1229 4.059 -0.132 -0.006
C -0.3502 1.1180 -0.0085 -4.407 -1.756 1.631
C 0.6384 -1.0591 0.1418 0.012 -2.514 -0.723
C -0.4296 1.7350 -1.3846 3.168 0.540 0.728
C -0.5673 2.1350 1.1390 4.607 0.271 0.646
C 1.1919 -1.6108 -1.2227 -1.793 0.471 -0.598
C 1.2349 -1.7319 1.3392 0.846 -1.151 -0.555
N -3.9806 0.0116 0.1313 -2.724 0.135 0.019
N -0.8347 -1.1998 0.1607 -0.299 1.269 -0.751
N 0.8830 0.2708 0.1480 2.673 5.996 0.188
O -1.1861 -2.3648 0.0745 -1.150 -0.752 0.356
O 1.9950 0.7913 0.2565 -3.319 -1.778 -0.310
H -0.0262 2.7226 -1.2173 -0.111 0.645 -0.452
H -1.3275 1.7753 -1.9271 -1.394 -0.324 -0.182
H 0.3572 1.2377 -1.9347 -0.146 -0.082 -0.911
H -1.3939 2.7736 0.8532 -0.416 -0.202 0.543
H 0.4057 2.8058 1.0015 -2.004 -0.912 0.597
H -0.4513 1.6837 2.2253 -0.946 0.945 -2.333
H 0.7638 -1.1484 -2.1388 -0.139 0.081 0.855
H 0.9840 -2.6651 -1.3327 0.255 -0.296 0.503
H 2.1845 -1.3123 -1.1727 2.149 -0.153 -0.189
H 1.4685 -1.1352 2.2165 -0.760 -0.099 0.097
H 2.1218 -2.2446 1.0524 1.398 0.274 -0.396
H 0.6482 -2.6267 1.3481 -1.087 -0.361 1.380
```
Forces are in eV/Å.

Summary:
HOMO energy (spin up / spin down) in hartree: -0.500 / -0.500
E_LUMO (spin up / spin down) in eV: -7.7015 / -7.7008
Energy above the lowest of the compared OMol25 structures with the same formula, charge and spin in eV: 9.953
Net charge: +1
SMILES string: CC1(C)C(C#N)=[N+]([O-])C(C)(C)[N+]1=O
Maximum force in eV/A: 6.57

---

Entry from the Open Molecules 2025 dataset: a structure of composition C8H12N3O2PtS6 (wB97M-V/def2-TZVPD).

```
32
Properties=species:S:1:pos:R:3:forces:R:3
Pt 0.4469 -0.8226 0.9097 0.507 0.424 0.835
S 0.5617 -4.2683 7.0869 0.002 -0.007 0.273
C 0.7956 -3.2954 5.8341 0.023 0.248 -0.574
S 1.9818 -3.6223 4.5699 -0.421 0.239 0.000
C 1.5033 -2.3670 3.4831 -0.509 0.959 0.555
C 0.5070 -1.4507 4.0003 0.890 -1.232 -0.874
S -0.0286 -0.0714 3.1299 -0.178 0.023 -0.298
S -0.1738 -1.8494 5.5070 0.328 -0.263 0.104
S 2.2830 -2.1800 1.9802 -0.639 0.077 0.064
C 0.9783 -0.6592 -2.9018 -0.222 -1.020 -0.107
N 0.0582 0.3350 -2.3539 0.430 0.295 -0.224
C -1.3126 0.2080 -2.7999 -0.424 1.335 0.410
C 0.3769 1.1716 -1.3778 -0.403 -0.054 0.182
S 1.6698 0.7507 -0.2872 0.341 -0.336 0.260
N -0.3516 2.2745 -1.1595 0.613 -0.181 -0.348
C -0.3262 2.9551 0.1124 -0.549 0.304 0.999
C -0.8594 3.0928 -2.2510 -1.551 0.896 0.493
H 0.9116 -0.6492 -4.0003 -0.085 0.079 0.370
H 0.6984 -1.6814 -2.5310 0.300 0.999 -0.382
H 1.9956 -0.4327 -2.6212 0.166 0.041 0.067
H -1.4904 -0.8246 -2.8874 -0.391 -1.323 -0.244
H -1.5231 0.7113 -3.7414 0.081 0.010 -0.074
H -1.9659 0.6106 -2.0137 0.077 -0.119 -0.343
H -0.2273 2.2626 0.9415 -0.109 -0.213 -0.053
H -1.2653 3.5083 0.2591 0.205 -0.256 -0.231
H 0.4798 3.6633 0.2272 0.424 0.299 -0.329
H -0.5747 2.7562 -3.2215 0.336 -0.482 -0.498
H -0.4832 4.1238 -2.1298 -0.102 -0.452 0.033
H -1.9785 3.1327 -2.1987 0.890 0.030 -0.134
O -0.4928 -1.9839 -0.6918 0.012 -0.116 -1.358
N -1.1723 -2.8136 -0.0328 0.345 0.699 0.290
O -1.0222 -2.5846 1.1593 -0.388 -0.904 1.137
```
Forces are in eV/Å.

Summary:
Spin multiplicity: 5
HOMO energy (spin up / spin down) in hartree: -0.403 / -0.439
E_LUMO (spin up / spin down) in eV: -3.3522 / -6.6677
<S²>: 6.04
Net charge: +1
Maximum force in eV/A: 1.86